Below is an isolated ion of composition C5H12N2O and charge +2, with properties calculated with ωB97M-V/def2-TZVPD.

## Properties
LUMO   -10.69 eV
Net charge   +2
Max |F|   0.03969 Eh/bohr
E_HOMO   -17.97 eV
Relative energy (zero: lowest compared OMol25 entry of this formula, charge and spin)   265.8 kJ/mol
HOMO-LUMO gap   7.3 eV

Last column: Mulliken charge in e.
Geometry (Å):
O1 2.44 -0.17 -0.07  -0.555
C1 1.96 0.85 -0.93  0.058
C2 0.64 1.36 -0.39  -0.074
C3 -0.61 0.68 -0.68  -0.621
C4 -0.82 -0.43 0.42  -0.451
C5 -1.97 -0.60 1.01  -0.367
N1 -2.24 -1.59 2.05  -0.207
N2 1.83 0.36 -2.21  -0.472
H1 2.66 1.69 -0.91  0.474
H2 0.64 2.37 0.00  0.420
H3 -1.49 1.33 -0.64  0.503
H4 -0.61 0.12 -1.60  0.384
H5 0.14 -0.87 0.64  0.474
H6 -2.82 0.04 0.79  0.385
H7 -2.64 -2.44 1.65  0.375
H8 -1.31 -1.85 2.43  0.382
H9 -2.77 -1.13 2.78  0.389
H10 1.85 -0.66 -2.19  0.266
H11 2.74 0.19 0.78  0.372
H12 2.38 0.77 -2.95  0.265